[1]
C31H33GeN7NiO6 | the ωB97M-V functional and the def2-TZVPD basis

Calculated values
HOMO level (spin up / spin down) (eV): -13.886 / -13.886
HOMO-LUMO gap (spin up / spin down) (eV): 7.4 / 7.4
Net charge: +2
Total energy (eV): -152945.1887

Element x y z (Å)
Ni -0.02 1.07 0.13
O -1.16 4.85 2.38
C -0.49 4.17 1.46
O 0.69 3.93 1.47
C -1.36 3.78 0.30
C -2.35 4.65 -0.14
C -2.94 4.44 -1.38
C -2.50 3.39 -2.16
C -1.55 2.53 -1.62
N -1.02 2.69 -0.40
C -1.00 1.41 -2.43
O -1.11 1.34 -3.62
O -0.33 0.50 -1.71
H -0.53 5.18 3.05
H -2.61 5.50 0.47
H -3.71 5.11 -1.74
H -2.86 3.20 -3.16
C 4.85 -1.48 2.25
C 4.20 -2.86 2.26
C 3.35 -3.06 3.51
C 3.41 -3.14 0.98
N 2.28 -2.21 0.81
C 2.26 -0.96 0.37
N 1.02 -0.53 0.47
N 0.29 -1.55 0.98
N 1.04 -2.55 1.18
H 5.56 -1.39 3.07
H 4.11 -0.68 2.39
H 5.40 -1.29 1.32
H 5.00 -3.61 2.26
H 2.52 -2.34 3.55
H 3.95 -2.92 4.40
H 2.92 -4.06 3.54
H 2.97 -4.13 1.00
H 4.04 -3.05 0.10
H 3.11 -0.42 -0.02
Ge 0.18 -1.11 -2.82
C -1.41 -1.72 -3.67
C -2.16 -2.68 -3.00
C -3.29 -3.22 -3.60
C -3.65 -2.81 -4.87
C -2.90 -1.87 -5.56
C -1.78 -1.31 -4.96
C 1.81 -0.53 -3.65
C 2.96 -1.24 -3.30
C 4.18 -0.92 -3.88
C 4.25 0.11 -4.81
C 3.11 0.81 -5.17
C 1.89 0.49 -4.60
H 0.50 -2.02 -1.63
H -1.87 -3.01 -2.01
H -3.87 -3.96 -3.08
H -4.52 -3.24 -5.35
H -3.18 -1.56 -6.55
H -1.19 -0.57 -5.49
H 2.91 -2.06 -2.59
H 5.07 -1.48 -3.62
H 5.20 0.35 -5.27
H 3.17 1.60 -5.90
H 1.00 1.04 -4.89
O -6.16 0.82 3.53
C -5.26 0.33 4.50
N -3.96 0.69 3.97
C -2.83 0.36 4.62
O -2.80 -0.27 5.66
C -1.53 0.79 3.98
C -0.43 0.99 4.80
C 0.79 1.33 4.23
C 0.88 1.43 2.86
N -0.17 1.21 2.07
C -1.36 0.89 2.61
H -7.06 0.69 3.84
H -5.31 -0.76 4.61
H -5.41 0.79 5.48
H -3.97 1.36 3.22
H -0.55 0.87 5.87
H 1.66 1.52 4.84
H 1.81 1.71 2.37
H -2.17 0.68 1.92

Mulliken population analysis, charges in e, atoms 1 to 4: number 1, Ni, carries -0.157; number 2, O, carries -0.462; number 3, C, carries 0.069; number 4, O, carries -0.539


[2]
C31H33IN11OSV | the ωB97M-V functional and the def2-TZVPD basis

Calculated values
HOMO level (spin up / spin down) (eV): -13.072 / -13.394
2S+1: 3
HOMO-LUMO gap (spin up / spin down) (eV): 7.6 / 7.6
Net charge: +2
Total energy (eV): -95734.7960

Element x y z (Å)
V -0.31 0.13 1.61
N 2.14 -2.55 -3.04
C 2.07 -2.74 -1.54
C 0.97 -3.72 -1.18
C 0.80 -3.75 0.34
N 0.14 -2.51 0.81
C 2.15 -4.02 1.01
C 3.36 -3.21 0.52
N 3.32 -1.82 0.96
C 3.41 -3.22 -1.01
H 1.29 -2.13 -3.40
H 2.29 -3.44 -3.51
H 2.92 -1.93 -3.28
H 1.82 -1.77 -1.11
H 1.24 -4.73 -1.52
H 0.02 -3.45 -1.65
H 0.16 -4.60 0.58
H -0.04 -2.64 1.81
H -0.77 -2.48 0.38
H 2.38 -5.08 0.85
H 2.05 -3.89 2.10
H 4.25 -3.72 0.88
H 4.26 -1.45 1.00
H 2.95 -1.75 1.91
H 3.62 -4.23 -1.38
H 4.22 -2.57 -1.34
S 1.92 7.01 3.36
N 0.60 6.21 3.80
C 0.63 5.06 3.17
C -0.36 4.00 3.29
C -1.48 4.06 4.12
C -2.31 2.97 4.17
C -2.03 1.86 3.40
N -0.98 1.79 2.58
C -0.15 2.85 2.54
C 1.05 2.66 1.74
N 1.19 1.44 1.19
C 2.30 1.19 0.49
C 3.29 2.15 0.30
C 3.15 3.39 0.86
C 2.02 3.66 1.62
C 1.78 4.89 2.35
N 2.60 5.93 2.38
H -1.66 4.95 4.71
H -3.18 2.96 4.83
H -2.65 0.98 3.47
H 2.41 0.18 0.14
H 4.16 1.89 -0.29
H 3.91 4.16 0.75
N -0.50 -0.32 -8.41
C -0.46 -0.22 -7.26
C -0.41 -0.11 -5.83
C 0.28 0.93 -5.22
C 0.32 1.03 -3.84
C -0.34 0.09 -3.04
C -1.05 -0.94 -3.66
C -1.08 -1.05 -5.04
C -0.30 0.17 -1.60
C -0.27 0.16 -0.38
H 0.79 1.66 -5.84
H 0.88 1.83 -3.37
H -1.61 -1.64 -3.05
H -1.64 -1.85 -5.52
C -5.80 0.65 0.43
N -4.52 0.08 0.83
C -4.38 -1.10 1.68
C -2.87 -1.16 1.86
O -2.21 -1.94 2.51
N -2.31 -0.13 1.14
C -3.31 0.57 0.57
N -3.09 1.66 -0.16
H -6.57 -0.11 0.53
H -5.77 0.95 -0.62
H -6.07 1.51 1.04
H -4.74 -2.00 1.19
H -4.90 -1.00 2.64
H -2.14 1.78 -0.48
H -3.83 2.11 -0.66
I 0.97 -0.62 3.77

Mulliken population analysis, charges in e, atoms 1 to 4: number 1, V, carries -0.255; number 2, N, carries 0.051; number 3, C, carries 1.707; number 4, C, carries -1.200


[3]
C31H33InN4S5Si | the ωB97M-V functional and the def2-TZVPD basis

Calculated values
HOMO level (eV): -5.555
HOMO-LUMO gap (eV): 5.6
Net charge: 0
Total energy (eV): -105871.6013

Element x y z (Å)
In 0.19 0.57 -0.15
N -3.07 3.36 1.97
C -3.85 2.41 2.67
C -4.68 2.83 3.68
C -5.45 1.90 4.38
C -5.37 0.56 4.06
C -4.53 0.15 3.04
C -3.78 1.07 2.33
S -2.81 0.55 0.97
N -1.77 1.88 0.67
C -2.02 3.03 1.16
C -0.33 4.19 -0.71
C -0.54 5.20 -1.64
C 0.09 5.11 -2.88
C 0.89 4.01 -3.14
C 1.02 3.05 -2.15
N 0.43 3.12 -0.96
H -3.04 4.28 2.37
H -4.73 3.88 3.94
H -6.10 2.24 5.17
H -5.95 -0.17 4.60
H -4.45 -0.90 2.78
H -1.17 6.04 -1.39
H -0.05 5.88 -3.62
H 1.42 3.90 -4.08
H 1.65 2.18 -2.32
C -0.94 0.04 -1.84
Si -0.30 -1.51 -2.60
C 0.04 -2.62 -1.13
N 0.86 -2.01 -0.08
C 2.30 -1.96 -0.46
C 3.21 -2.33 0.70
C 2.90 -3.74 1.21
C 1.38 -3.95 1.39
C 0.64 -2.63 1.24
C 1.21 -1.20 -3.65
C 2.04 -2.27 -3.99
C 3.15 -2.09 -4.80
C 3.44 -0.83 -5.30
C 2.61 0.24 -5.00
C 1.50 0.05 -4.18
C -1.52 -2.46 -3.65
C -2.58 -3.16 -3.05
C -3.52 -3.83 -3.82
C -3.43 -3.81 -5.20
C -2.40 -3.12 -5.81
C -1.45 -2.45 -5.04
H -1.93 -0.15 -1.40
H -1.00 0.95 -2.43
H 0.40 -3.61 -1.43
H -0.95 -2.78 -0.69
H 2.56 -0.97 -0.85
H 2.47 -2.66 -1.29
H 3.11 -1.59 1.49
H 4.25 -2.27 0.36
H 3.42 -3.91 2.14
H 3.29 -4.46 0.49
H 1.15 -4.38 2.36
H 1.01 -4.66 0.65
H 0.96 -1.93 2.02
H -0.44 -2.75 1.37
H 1.82 -3.27 -3.62
H 3.79 -2.93 -5.04
H 4.31 -0.68 -5.93
H 2.82 1.22 -5.41
H 0.85 0.89 -3.98
H -2.68 -3.20 -1.98
H -4.33 -4.37 -3.34
H -4.17 -4.33 -5.80
H -2.32 -3.10 -6.89
H -0.65 -1.93 -5.54
S 1.64 0.83 1.68
S 1.20 2.52 2.70
S -0.50 2.30 3.76
S -0.97 4.43 0.93

Mulliken population analysis, charges in e, atoms 1 to 4: number 1, In, carries 1.534; number 2, N, carries -0.090; number 3, C, carries -0.012; number 4, C, carries -0.644


[4]
C31H33N3O6P | the ωB97M-V functional and the def2-TZVPD basis

Calculated values
SMILES: CCOC(=O)[C@H]([C@H](c1ccc(N(C)C)cc1)c1c([O-])n(C)c(=O)n(C)c1=O)P(=O)(c1ccccc1)c1ccccc1
HOMO level (eV): -3.544
HOMO-LUMO gap (eV): 6.2
Net charge: -1
Total energy (eV): -58727.3591

Element x y z (Å)
C 0.80 1.79 -4.05
C 0.77 0.34 -3.67
O 0.67 0.32 -2.24
C 0.36 -0.92 -1.82
O 0.49 -1.87 -2.58
C -0.20 -0.88 -0.44
C 0.33 0.61 0.28
C -0.92 1.42 0.53
C -1.55 1.91 -0.63
C -2.80 2.54 -0.52
C -3.49 2.61 0.72
N -4.74 3.19 0.75
C -5.56 3.24 -0.44
C -5.34 3.84 1.91
C -2.88 2.00 1.86
C -1.61 1.43 1.76
C 1.54 1.37 0.19
C 1.70 2.76 0.69
O 0.89 3.38 1.40
N 2.89 3.42 0.27
C 3.06 4.85 0.46
C 4.08 2.72 0.16
O 5.17 3.28 0.06
N 3.98 1.31 0.20
C 5.23 0.59 0.06
C 2.77 0.62 0.05
O 2.81 -0.61 -0.18
P -0.84 -2.62 -0.05
O -2.33 -2.69 -0.18
C -0.10 -4.05 -0.91
C 1.23 -4.11 -1.35
C 1.72 -5.29 -1.92
C 0.88 -6.39 -2.11
C -0.43 -6.33 -1.64
C -0.92 -5.17 -1.05
C -0.25 -2.76 1.66
C 1.07 -2.43 1.94
C 1.54 -2.60 3.25
C 0.69 -3.05 4.25
C -0.65 -3.33 3.96
C -1.14 -3.17 2.66
H 0.91 1.87 -5.14
H -0.14 2.29 -3.78
H 1.65 2.32 -3.57
H -0.12 -0.17 -4.08
H 1.67 -0.22 -3.95
H -1.25 -0.54 -0.54
H 0.54 -0.35 0.91
H -1.08 1.66 -1.60
H -3.23 2.98 -1.42
H -5.43 2.35 -1.06
H -6.60 3.29 -0.09
H -5.36 4.13 -1.05
H -4.86 3.62 2.87
H -5.35 4.95 1.78
H -6.39 3.51 1.94
H -3.45 1.93 2.79
H -1.15 0.96 2.63
H 2.19 5.39 0.10
H 3.24 5.09 1.52
H 3.96 5.12 -0.09
H 6.02 1.32 0.21
H 5.30 -0.22 0.80
H 5.28 0.17 -0.95
H 1.89 -3.24 -1.26
H 2.77 -5.34 -2.21
H 1.24 -7.28 -2.62
H -1.08 -7.20 -1.72
H -1.95 -5.11 -0.69
H 1.73 -2.02 1.17
H 2.58 -2.36 3.46
H 1.07 -3.18 5.26
H -1.32 -3.67 4.74
H -2.18 -3.35 2.41

Mulliken population analysis, charges in e, atoms 1 to 4: number 1, C, carries -1.101; number 2, C, carries -0.447; number 3, O, carries -0.029; number 4, C, carries 0.017


[5]
C31H33N5O6 | the ωB97M-V functional and the def2-TZVPD basis

Calculated values
HOMO level (eV): -8.355
HOMO-LUMO gap (eV): 6.9
Net charge: 0
Total energy (eV): -52387.7437

Element x y z (Å)
C -3.41 -4.96 1.49
H -3.48 -6.02 1.18
O -2.00 -4.61 0.92
C -1.61 -3.47 1.08
C -2.33 -2.55 1.49
C -1.82 -1.21 1.78
C -0.55 -1.05 1.47
C 0.23 -1.98 0.67
C -0.38 -3.22 0.58
O 0.32 -4.39 0.15
C 1.51 -3.99 -0.38
H 1.72 -5.06 -0.91
H 2.33 -4.09 0.25
H 1.58 -3.35 -1.16
H 1.27 -1.87 0.36
C 0.01 0.46 1.50
N -0.41 1.12 0.30
C -0.35 0.85 -0.96
O 0.45 0.04 -1.46
C -1.17 1.74 -1.93
N -2.58 1.51 -1.86
C -3.32 0.44 -1.39
C -2.85 -0.88 -1.52
C -3.90 -1.85 -1.12
C -5.15 -1.32 -1.22
C -5.43 -0.14 -0.96
C -4.51 0.58 -1.25
N -4.50 2.29 -1.34
N -3.45 2.51 -1.50
H -6.48 0.11 -0.65
H -5.87 -2.14 -0.81
H -3.64 -2.98 -1.43
H -1.80 -1.27 -1.78
H -0.94 2.63 -2.03
H -0.93 1.24 -3.04
C -0.94 2.75 0.64
C -2.25 2.65 0.92
C -2.80 3.89 1.73
C -2.03 5.05 1.38
C -0.82 5.04 1.02
C -0.09 3.61 0.71
C 1.10 3.62 0.32
O 1.42 2.93 -0.92
C 2.23 3.98 1.03
H 2.29 3.47 1.75
H 3.38 4.16 0.47
H 2.05 4.96 1.47
H 0.04 5.65 0.89
H -2.39 6.06 1.54
H -3.94 4.01 1.87
H -2.86 1.80 1.12
C 1.63 0.72 1.46
O 2.25 1.24 2.43
N 2.40 0.23 0.55
H 1.96 -0.05 -0.27
C 3.79 0.64 0.58
H 3.93 1.30 -0.40
H 4.03 0.83 1.41
C 4.51 -0.63 -0.09
H 4.42 -1.55 0.89
C 4.18 -1.17 -1.65
H 3.60 -2.04 -1.51
H 3.56 -0.31 -2.07
C 5.32 -1.24 -2.16
H 5.46 -1.00 -3.26
C 6.38 -0.38 -1.36
H 7.41 -0.65 -1.37
O 5.94 -0.40 0.05
H 6.07 0.67 -1.61
H 5.89 -2.17 -1.81
H -0.28 1.09 2.39
H -2.26 -0.32 2.25
H -3.45 -2.50 1.95
H -4.20 -4.11 0.71
H -3.48 -4.94 2.45

Mulliken population analysis, charges in e, atoms 1 to 4: number 1, C, carries -0.831; number 2, H, carries 0.256; number 3, O, carries -0.498; number 4, C, carries 0.865


ΔE to the lowest compared entry with this formula, charge and spin for every record listed, in sequence, given in kJ/mol: 0.0, 89.9, 246.4, 187.0, 2990.9.